No. 1
{"formula": "C5H7N", "method": "ωB97M-V/def2-TZVPD", "total_energy_ha": -249.22933, "e_homo_ev": -6.80, "lumo_ev": 0.87, "relative_energy_kcal_mol": 153.1, "total_charge": 0, "elements": ["C", "C", "C", "C", "N", "C", "H", "H", "H", "H", "H", "H", "H"], "positions_angstrom": [[1.4429, -0.0912, 0.7861], [0.6829, 0.7286, -0.2549], [0.6301, -0.7736, -0.2299], [-1.4004, -0.2563, -1.1149], [-0.9250, -0.6214, 0.2716], [-0.8170, 0.7769, -0.1773], [2.5219, -0.1010, 0.6400], [1.1116, -0.2417, 1.8045], [1.2280, 1.3783, -0.9338], [0.9490, -1.4492, -1.0455], [-2.4821, -0.2255, -1.1807], [-1.5691, -0.6887, 1.1045], [-1.3727, 1.5649, 0.3303]], "forces_ev_per_a": [[0.003, 0.209, 0.438], [0.000, 0.195, -0.183], [-0.230, -0.370, 1.142], [-0.817, 0.898, -0.814], [0.792, -0.472, -1.123], [-0.025, 0.525, -0.311], [-0.247, 0.007, 0.025], [0.165, 0.411, 0.177], [0.056, -0.486, -0.090], [-0.977, 0.106, 0.992], [-0.426, 0.209, 0.542], [1.695, -0.996, -0.890], [0.010, -0.237, 0.095]]}

---

No. 2
{"formula": "C5H7N", "method": "ωB97M-V/def2-TZVPD", "total_energy_ha": -249.34249, "e_homo_ev": -7.59, "lumo_ev": 0.53, "relative_energy_kcal_mol": 82.0, "total_charge": 0, "elements": ["C", "C", "C", "N", "C", "C", "H", "H", "H", "H", "H", "H", "H"], "positions_angstrom": [[-0.0549, -1.3375, 1.3811], [-0.0263, -0.1142, 0.4822], [-0.6734, -0.1335, -0.8372], [-0.1094, 0.8251, -1.5273], [0.9286, 1.4540, -0.7955], [1.1355, 0.8712, 0.4302], [0.3948, -1.0706, 2.3404], [-1.0787, -1.6897, 1.5593], [0.5217, -2.1661, 0.9592], [-1.4697, -0.7463, -1.2450], [-0.4178, 1.1038, -2.4530], [1.4282, 2.2846, -1.2809], [-0.5786, 0.7191, 0.9865]], "forces_ev_per_a": [[0.044, -0.017, 0.035], [-0.006, -0.156, 0.041], [0.162, 0.227, 0.057], [-0.104, -0.150, 0.069], [0.203, 0.056, 0.065], [-0.209, 0.022, -0.397], [-0.057, -0.066, -0.125], [0.177, 0.060, -0.052], [-0.040, 0.160, 0.013], [0.083, 0.135, 0.089], [0.053, -0.056, 0.134], [-0.023, -0.174, 0.050], [-0.283, -0.041, 0.020]]}

---

No. 3
{"formula": "C5H7N", "method": "ωB97M-V/def2-TZVPD", "total_energy_ha": -249.33276, "e_homo_ev": [-9.28, -9.28], "lumo_ev": [-1.63, -1.63], "relative_energy_kcal_mol": 88.2, "total_charge": 0, "elements": ["C", "C", "C", "C", "C", "N", "H", "H", "H", "H", "H", "H", "H"], "positions_angstrom": [[1.3297, 0.5217, -0.2062], [0.4664, -0.7117, -0.4481], [-0.6851, -0.8885, 0.6151], [-1.8006, -0.2248, -0.0738], [-1.8513, 1.1717, 0.0386], [-2.0141, 2.3309, 0.0573], [2.0973, 0.6065, -0.9823], [1.8352, 0.4585, 0.7634], [0.7412, 1.4451, -0.2200], [1.0718, -1.6222, -0.3968], [-0.3519, -0.4379, 1.5593], [-0.8823, -1.9541, 0.7552], [0.0437, -0.6952, -1.4616]], "forces_ev_per_a": [[0.006, 0.057, 0.028], [0.086, 0.021, -0.155], [-0.139, -0.058, 0.099], [0.210, 0.074, 0.151], [-0.102, 0.740, -0.038], [0.150, -0.967, 0.003], [-0.120, -0.021, 0.106], [-0.078, 0.009, -0.136], [0.092, -0.147, -0.003], [-0.121, 0.121, 0.015], [-0.064, -0.013, -0.149], [0.021, 0.173, -0.056], [0.057, 0.010, 0.136]]}

---

No. 4
{"formula": "C5H7N", "method": "ωB97M-V/def2-TZVPD", "total_energy_ha": -249.36183, "e_homo_ev": -9.15, "lumo_ev": 0.84, "relative_energy_kcal_mol": 69.9, "total_charge": 0, "elements": ["N", "C", "C", "C", "C", "C", "H", "H", "H", "H", "H", "H", "H"], "positions_angstrom": [[2.5886, -0.5798, 1.4470], [1.9861, -0.2402, 0.5217], [1.1311, 0.2023, -0.5753], [-0.2379, 0.4758, 0.0362], [-0.8641, -0.5945, 0.9376], [-1.4259, 0.2100, -0.7727], [1.0607, -0.5873, -1.3338], [1.5839, 1.0734, -1.0652], [-0.3030, 1.4579, 0.5076], [-1.2148, -0.3571, 1.9744], [-0.7925, -1.6990, 0.9334], [-1.2847, -0.3149, -1.7391], [-2.2276, 0.9534, -0.8716]], "forces_ev_per_a": [[-0.427, 0.275, -0.801], [0.902, -0.334, 0.743], [0.140, -0.113, 0.064], [0.254, -0.252, 0.716], [-1.165, 0.744, -1.512], [-0.316, -0.760, 1.024], [0.024, 0.037, 0.230], [-0.234, -0.076, 0.141], [0.313, -0.200, 0.170], [-0.282, 0.643, -1.475], [0.615, 0.874, -1.089], [-0.137, -0.426, 1.119], [0.313, -0.413, 0.671]]}

---

No. 5
{"formula": "C5H7N", "method": "ωB97M-V/def2-TZVPD", "total_energy_ha": -249.32750, "e_homo_ev": -8.09, "lumo_ev": 1.02, "relative_energy_kcal_mol": 91.5, "total_charge": 0, "elements": ["C", "C", "C", "C", "C", "N", "H", "H", "H", "H", "H", "H", "H"], "positions_angstrom": [[0.0802, -1.3148, 1.5583], [0.2658, -0.0121, 1.0128], [0.1659, -0.0703, -0.5644], [-1.0087, -0.6274, 0.0039], [0.3152, 1.1529, -1.3351], [-0.7187, -1.8810, 0.7201], [0.4598, -1.6060, 2.5422], [0.5032, 0.9501, 1.4021], [0.8127, -0.7941, -0.8623], [-1.8985, -0.0627, 0.2042], [-0.3964, 1.9551, -0.9093], [0.0483, 0.9061, -2.4381], [1.3712, 1.4042, -1.3346]], "forces_ev_per_a": [[-0.355, 0.853, 0.351], [-0.762, 1.013, -1.950], [0.102, -0.353, 1.207], [0.795, 1.111, 2.253], [-1.853, 1.260, -1.604], [-0.569, -1.610, -0.127], [-0.070, -0.771, -0.473], [-0.265, 0.466, 0.550], [1.876, -2.313, -1.206], [-0.447, -0.110, 0.018], [1.381, -0.841, -0.933], [0.232, 0.685, 1.795], [-0.065, 0.609, 0.120]]}

---

No. 6
{"formula": "C5H7N", "method": "ωB97M-V/def2-TZVPD", "total_energy_ha": -249.32452, "e_homo_ev": [-6.52, -6.57], "lumo_ev": [0.68, 0.80], "relative_energy_kcal_mol": 93.3, "total_charge": 0, "elements": ["C", "C", "N", "C", "C", "C", "H", "H", "H", "H", "H", "H", "H"], "positions_angstrom": [[1.9475, 0.1851, 0.7006], [0.6878, 0.5830, 0.0200], [0.2249, -0.0264, -1.0553], [-1.0993, -0.2454, -1.2982], [-1.9256, -0.4440, -0.1785], [-2.5304, -0.6866, 0.8471], [2.5903, -0.4261, 0.0584], [2.5178, 1.0437, 1.0668], [1.6912, -0.4252, 1.5806], [-0.0416, 1.1887, 0.5423], [0.8993, -0.4507, -1.6917], [-1.4176, -0.3867, -2.3211], [-3.0094, -1.0202, 1.7408]], "forces_ev_per_a": [[0.160, 0.013, -0.034], [-0.141, -0.107, 0.109], [0.194, 0.006, 0.106], [-0.143, -0.054, -0.024], [-0.243, -0.026, 0.278], [0.196, 0.034, -0.337], [-0.045, 0.101, 0.036], [-0.061, -0.066, -0.095], [0.124, 0.049, -0.155], [0.004, -0.158, 0.052], [-0.089, 0.120, 0.095], [0.062, -0.073, 0.163], [-0.018, 0.160, -0.195]]}

---

No. 7
{"formula": "C5H7N", "method": "ωB97M-V/def2-TZVPD", "total_energy_ha": -249.30190, "e_homo_ev": -9.64, "lumo_ev": 1.14, "relative_energy_kcal_mol": 107.5, "total_charge": 0, "elements": ["C", "N", "C", "C", "C", "C", "H", "H", "H", "H", "H", "H", "H"], "positions_angstrom": [[1.1165, 0.3534, -1.9444], [0.8401, -0.8259, -2.2485], [0.9110, -0.4951, -0.8376], [-0.6274, -0.4180, 0.0581], [-0.5925, -0.4522, 1.5059], [-0.7308, 0.8479, 0.8440], [1.5193, 1.2492, -2.2839], [1.7483, -0.8018, -0.2448], [-1.4015, -0.9427, -0.5682], [0.2557, -0.4970, 2.3152], [-1.6062, -0.7332, 2.0043], [-1.6500, 1.4223, 0.8221], [0.2176, 1.2931, 0.5778]], "forces_ev_per_a": [[0.025, -0.563, 0.477], [0.038, -0.522, -1.506], [-3.811, 0.206, 3.528], [3.160, -1.595, -3.838], [-1.078, -0.513, 4.883], [-0.136, 0.754, -1.848], [0.158, 1.372, -1.013], [0.292, -0.610, 0.398], [0.647, 0.776, 1.033], [-1.280, -0.623, -2.186], [1.950, 0.118, -0.892], [0.261, 0.087, 0.218], [-0.226, 1.112, 0.746]]}

---

No. 8
{"formula": "C5H7N", "method": "ωB97M-V/def2-TZVPD", "total_energy_ha": -249.33447, "e_homo_ev": -8.72, "lumo_ev": 1.23, "relative_energy_kcal_mol": 87.1, "total_charge": 0, "elements": ["C", "C", "C", "N", "C", "C", "H", "H", "H", "H", "H", "H", "H"], "positions_angstrom": [[-0.2772, -0.6128, 1.2912], [0.2747, -1.0579, -0.0580], [-1.0456, -0.3533, 0.0508], [-0.6538, 0.7774, -0.8396], [0.5812, 1.4315, -0.3801], [0.6622, 0.1078, -0.9994], [0.1738, 0.1674, 1.8991], [-0.7749, -1.3622, 1.9074], [0.3917, -2.0727, -0.4134], [-2.0088, -0.8089, -0.1255], [0.8299, 1.5363, 0.6706], [0.7916, 2.3078, -0.9862], [1.0377, -0.0703, -2.0048]], "forces_ev_per_a": [[0.131, 0.070, 0.038], [-0.231, -0.136, -0.243], [-0.494, -0.112, 0.061], [-0.210, 0.150, -0.095], [0.108, 0.174, 0.166], [0.283, -0.019, -0.175], [0.017, -0.105, -0.227], [0.414, -0.106, -0.298], [0.100, -0.021, 0.435], [-0.105, 0.216, 0.069], [-0.195, 0.089, -0.088], [0.092, -0.170, 0.075], [0.090, -0.030, 0.280]]}

---

No. 9
{"formula": "C5H7N", "method": "ωB97M-V/def2-TZVPD", "total_energy_ha": -249.39648, "e_homo_ev": -8.20, "lumo_ev": 0.91, "relative_energy_kcal_mol": 48.2, "total_charge": 0, "elements": ["C", "C", "C", "C", "C", "N", "H", "H", "H", "H", "H", "H", "H"], "positions_angstrom": [[1.9110, -0.0369, -0.0396], [0.4262, 0.1181, -0.0353], [-0.3649, 1.2289, 0.1103], [-1.7263, 0.8483, -0.0535], [-1.6936, -0.5555, -0.1631], [-0.4026, -0.9791, -0.1758], [2.2570, -0.6417, 0.8092], [2.2691, -0.5167, -0.9591], [2.3843, 0.9459, 0.0362], [-0.0003, 2.2397, 0.2506], [-2.4426, 0.5240, 0.7966], [-2.5247, -1.2395, -0.3272], [-0.0924, -1.9355, -0.2495]], "forces_ev_per_a": [[0.142, -0.002, -0.026], [0.105, 0.163, 0.034], [0.615, -0.072, 0.023], [-1.655, -2.659, 1.672], [0.941, -0.086, -1.461], [0.130, -0.087, -0.204], [-0.082, 0.100, -0.144], [-0.048, 0.098, 0.135], [-0.078, -0.168, -0.015], [0.014, -0.201, 0.061], [-0.400, 2.618, -0.380], [0.276, 0.155, 0.387], [0.040, 0.141, -0.083]]}

---

No. 10
{"formula": "C5H7N", "method": "ωB97M-V/def2-TZVPD", "total_energy_ha": -249.22235, "e_homo_ev": -7.39, "lumo_ev": 0.51, "relative_energy_kcal_mol": 157.4, "total_charge": 0, "elements": ["C", "N", "C", "C", "C", "C", "H", "H", "H", "H", "H", "H", "H"], "positions_angstrom": [[-1.7209, -0.2947, -0.4300], [-0.7219, -0.4295, 0.6097], [-0.1762, 0.6365, 1.4602], [0.5949, -0.1739, 0.5001], [1.6693, -0.3249, -0.3534], [2.5909, -0.9839, -0.9920], [-1.4181, -0.9083, -1.2820], [-1.8089, 0.7533, -0.7555], [-2.6886, -0.6422, -0.0619], [-0.3991, 1.6709, 1.1852], [-0.1515, 0.4275, 2.5274], [1.2076, 0.8045, -0.5187], [3.0226, -0.5355, -1.8892]], "forces_ev_per_a": [[-0.109, -0.005, -0.142], [0.158, -0.098, -0.070], [0.015, 0.205, 0.237], [-0.067, -0.086, -0.064], [0.019, -0.229, 0.067], [-0.229, 0.287, 0.049], [-0.063, 0.069, 0.127], [0.061, -0.142, 0.050], [0.138, 0.083, -0.054], [0.038, -0.176, -0.009], [0.017, 0.024, -0.168], [0.099, 0.082, -0.149], [-0.077, -0.014, 0.127]]}